# 1
A 2-piece molecular cluster, C5H14NO overall in a non-equilibrium geometry, computed with wB97M-V/def2-TZVPD.

Values from the calculation:
- Multiplicity: 1
- Total charge: +1

Each atom is followed by the atoms it is bonded to, with distances in Å.
Positions of all 21 atoms, in Å:
1 C -3.168 1.595 -0.948  C4 1.448, H8 1.093, H9 1.087, H10 1.100
2 C 0.634 -1.764 1.208  C5 1.493, H11 1.089, H12 1.096, H13 1.088
3 C 1.446 1.033 1.408  O7 1.427, H14 1.092, H15 1.091, H16 1.087
4 C -1.992 0.971 -1.516  C1 1.448, H17 1.075, H18 1.075
5 C 0.796 -0.858 0.033  C2 1.493, N6 1.547, O7 1.361
6 N 1.905 -1.375 -0.913  C5 1.547, H19 1.027, H20 1.033, H21 1.024
7 O 0.977 0.483 0.177  C3 1.427, C5 1.361
8 H -3.875 0.845 -0.582  C1 1.093
9 H -3.654 2.280 -1.638  C1 1.087
10 H -2.886 2.163 -0.050  C1 1.100
11 H 0.207 -2.716 0.895  C2 1.089
12 H 1.577 -1.968 1.728  C2 1.096
13 H -0.049 -1.312 1.923  C2 1.088
14 H 2.356 0.535 1.747  C3 1.092
15 H 0.687 0.967 2.189  C3 1.091
16 H 1.652 2.080 1.199  C3 1.087
17 H -1.508 0.155 -1.009  C4 1.075
18 H -1.563 1.326 -2.435  C4 1.075
19 H 1.983 -0.700 -1.682  N6 1.027
20 H 2.829 -1.444 -0.455  N6 1.033
21 H 1.646 -2.295 -1.280  N6 1.024

Atom charges from the Mulliken analysis, given in e for atoms 1 to 6: -0.729 -1.281 -0.714 -0.534 0.307 -0.273

=====

# 2
A 2-piece molecular cluster, C5H14NO overall in a non-equilibrium geometry, computed with wB97M-V/def2-TZVPD.

Values from the calculation:
- Multiplicity: 1
- Total charge: +1

Each atom is followed by the atoms it is bonded to, with distances in Å.
Positions of all 21 atoms, in Å:
1 C 1.142 0.654 2.190  C2 1.523, H7 1.084, H8 1.085, H9 1.087
2 C -0.113 0.195 1.458  C1 1.523, C3 1.532, H10 1.095, H11 1.099
3 C 0.065 -0.679 0.213  C2 1.532, C4 1.533, H12 1.084, H13 1.092
4 C 0.968 -0.006 -0.827  C3 1.533, N6 1.499, H14 1.088, H15 1.088
5 C 0.557 1.263 -2.873  N6 1.268, H16 1.083, H17 1.083
6 N 0.176 0.902 -1.719  C4 1.499, C5 1.268, H18 1.019
7 H 0.863 1.069 3.152  C1 1.084
8 H 1.801 -0.186 2.386  C1 1.085
9 H 1.621 1.391 1.550  C1 1.087
10 H -0.849 -0.303 2.098  C2 1.095
11 H -0.713 1.063 1.150  C2 1.099
12 H 0.431 -1.692 0.339  C3 1.084
13 H -0.919 -0.708 -0.262  C3 1.092
14 H 1.722 0.665 -0.419  C4 1.088
15 H 1.448 -0.718 -1.495  C4 1.088
16 H -0.161 1.643 -3.590  C5 1.083
17 H 1.579 1.060 -3.169  C5 1.083
18 H -0.705 1.264 -1.356  N6 1.019
19 H -2.352 -2.742 0.591  O21 0.971
20 H -3.748 -2.155 0.375  O21 0.963
21 O -2.816 -1.981 0.207  H19 0.971, H20 0.963

Atom charges from the Mulliken analysis, given in e for atoms 1 to 6: -1.185 -0.467 -0.709 -0.662 -0.196 0.016

=====

In the order shown, the computed DFT total energy values come out to -8938.73654; -8942.19131 eV.